The following is a DFT calculation (wB97M-V/def2-TZVPD) of an isolated molecule of C6H6O.

As for the spin multiplicity: 1. For the energy above the lowest of the compared OMol25 structures with the same formula, charge and spin, the calculation gives 147.0 kcal per mole. Its LUMO energy is 0.61 eV. The HOMO energy is -8.20 eV.

Each line ends with the Mulliken charge.
Atoms and positions in Å:
C1 -0.2756 0.9937 -0.2280  0.663
C2 -1.5945 1.4386 -0.1601  -1.113
C3 1.1442 0.7346 -0.6805  -0.527
C4 1.0059 -0.6617 -0.0405  -0.371
C5 -0.1171 -0.0293 0.8646  -0.257
C6 -1.5117 0.0284 0.3723  0.381
O1 -2.4198 -0.9468 -0.0510  -0.473
H1 1.4351 0.8478 -1.7724  0.263
H2 1.8148 1.4557 -0.2619  0.247
H3 0.6387 -1.4301 -0.8093  0.221
H4 1.9631 -1.1247 0.4917  0.276
H5 0.0559 0.4103 1.7939  0.333
H6 -2.1390 -1.7166 0.4812  0.356

***

The following is a DFT calculation (wB97M-V/def2-TZVPD) of an isolated molecule of C6H6O.

As for the spin multiplicity: 1. For the energy above the lowest of the compared OMol25 structures with the same formula, charge and spin, the calculation gives 23.5 kcal per mole. Its LUMO energy is 0.03 eV. The HOMO energy is -9.08 eV.

Each line ends with the Mulliken charge.
Atoms and positions in Å:
C1 -0.0520 -1.7267 -1.2329  -0.254
C2 -0.0818 -0.4945 -0.4243  0.362
C3 -0.9179 0.5572 -0.5814  -0.434
C4 -0.6289 1.5987 0.3778  -0.492
C5 0.3512 1.1381 1.1707  -0.454
C6 0.8164 -0.2130 0.7322  -0.335
H1 -0.8476 -1.8593 -2.0012  0.315
H2 -1.6146 0.6211 -1.3716  0.452
H3 -1.2005 2.5143 0.4093  0.423
H4 0.7860 1.6026 2.0440  0.409
H5 0.6922 -0.9573 1.5257  0.266
H6 1.9099 -0.1710 0.4572  0.260
O1 0.7876 -2.6103 -1.1056  -0.519

***

The following is a DFT calculation (wB97M-V/def2-TZVPD) of an isolated molecule of C6H6O.

As for the spin multiplicity: 1. For the energy above the lowest of the compared OMol25 structures with the same formula, charge and spin, the calculation gives 87.4 kcal per mole. Its LUMO energy is 0.95 eV. The HOMO energy is -10.19 eV.

Each line ends with the Mulliken charge.
Atoms and positions in Å:
O1 -0.2569 -0.6530 1.7683  -0.533
C1 0.3341 -0.9191 0.5146  -0.118
C2 -0.7287 -0.9117 -0.6049  -0.557
C3 -1.2501 0.4429 -0.7940  -0.494
C4 -1.5794 1.5984 -0.8723  0.105
C5 1.4419 0.0202 0.2525  -0.549
C6 2.3370 0.8165 0.1324  0.056
H1 -0.4952 0.2856 1.7735  0.372
H2 0.7455 -1.9305 0.5909  0.335
H3 -1.5307 -1.5948 -0.3011  0.264
H4 -0.3040 -1.2928 -1.5411  0.325
H5 -1.8550 2.6258 -0.9568  0.381
H6 3.1416 1.5125 0.0379  0.413

***

The following is a DFT calculation (wB97M-V/def2-TZVPD) of an isolated molecule of C6H6O.

As for the spin multiplicity: 1. For the energy above the lowest of the compared OMol25 structures with the same formula, charge and spin, the calculation gives 122.5 kcal per mole. Its LUMO energy is 0.78 eV. The HOMO energy is -8.83 eV.

Each line ends with the Mulliken charge.
Atoms and positions in Å:
C1 -1.6722 -0.8514 1.8567  0.128
C2 -0.8724 -0.4031 1.0750  -1.503
C3 0.0796 0.1320 0.1151  1.951
C4 1.2976 -0.7809 -0.1609  -1.383
C5 0.7442 1.5308 0.3614  -0.534
O1 0.3861 1.9408 -0.8489  -0.176
C6 -0.4842 0.8175 -1.1404  -0.572
H1 -2.3751 -1.2425 2.5597  0.460
H2 1.3328 -1.1152 -1.2008  0.311
H3 1.2915 -1.6548 0.4896  0.378
H4 2.2234 -0.2299 0.0419  0.369
H5 -1.5202 1.1509 -1.0638  0.316
H6 -0.2934 0.3687 -2.1192  0.256

***

The following is a DFT calculation (wB97M-V/def2-TZVPD) of an isolated molecule of C6H6O.

As for the spin multiplicity: 1. For the energy above the lowest of the compared OMol25 structures with the same formula, charge and spin, the calculation gives 135.8 kcal per mole. Its LUMO energy is 0.56 eV. The HOMO energy is -9.95 eV.

Each line ends with the Mulliken charge.
Atoms and positions in Å:
O1 -0.0902 -0.1146 1.7446  -0.543
C1 0.4601 -0.4741 0.5297  0.052
C2 -0.5421 -0.7224 -0.5962  -0.581
C3 -1.4006 0.4438 -0.7728  -0.524
C4 -2.1176 1.4071 -0.8520  0.170
C5 1.3630 0.7361 0.0230  -0.510
C6 2.4374 0.1442 0.1200  -0.165
H1 -0.4814 0.7560 1.5828  0.401
H2 0.9574 -1.4399 0.7347  0.370
H3 -1.1487 -1.5974 -0.3480  0.283
H4 0.0200 -0.9392 -1.5120  0.278
H5 -2.7529 2.2562 -0.9553  0.397
H6 3.2955 -0.4558 0.3015  0.372

***

The following is a DFT calculation (wB97M-V/def2-TZVPD) of a structure of composition C6H6O.

As for the spin multiplicity: 1. For the energy above the lowest of the compared OMol25 structures with the same formula, charge and spin, the calculation gives 91.2 kcal per mole. Its LUMO energy is 1.04 eV. The HOMO energy is -9.27 eV.

Each line ends with the Mulliken charge.
Atoms and positions in Å:
C1 2.6870 -0.0698 0.5593  0.055
C2 1.5048 0.0101 0.3266  -1.173
C3 0.1201 0.1158 -0.0431  0.781
C4 -0.9133 0.9633 0.6770  -0.657
C5 -1.1254 -0.4986 0.5395  -0.057
O1 -1.6730 -0.8155 -0.7314  -0.415
C6 -0.4488 -0.3831 -1.3622  -0.382
H1 3.7325 -0.1540 0.7731  0.432
H2 -1.5426 1.6402 0.1003  0.201
H3 -0.5818 1.2959 1.6561  0.313
H4 -1.2087 -1.2212 1.3392  0.353
H5 0.1102 -1.2533 -1.7222  0.302
H6 -0.6054 0.3625 -2.1445  0.248